(1)
This record from OMol25 describes one molecule with the formula C5H7NO at a distorted geometry. The level of theory is ωB97M-V with the def2-TZVPD basis set.

Bonds (Å) are listed after each position.
Positions of all 14 atoms, in Å:
1 O 1.231 2.085 -1.003  C2 1.201
2 C 0.715 1.231 -0.335  O1 1.201, C3 1.534, N7 1.439
3 C 1.424 -0.029 0.181  C2 1.534, C4 1.516, H8 1.107, H9 1.088
4 C 0.558 -1.230 -0.143  C3 1.516, C5 1.331, H10 1.087
5 C -0.765 -1.122 -0.238  C4 1.331, C6 1.506, H11 1.088
6 C -1.492 0.173 0.013  C5 1.506, N7 1.481, H12 1.098, H13 1.096
7 N -0.608 1.344 0.219  C2 1.439, C6 1.481, H14 1.020
8 H 1.580 0.021 1.276  C3 1.107
9 H 2.412 -0.076 -0.270  C3 1.088
10 H 1.049 -2.185 -0.311  C4 1.087
11 H -1.375 -1.981 -0.513  C5 1.088
12 H -2.099 0.083 0.924  C6 1.098
13 H -2.206 0.374 -0.795  C6 1.096
14 H -0.275 1.232 1.176  N7 1.020

- total energy (Eh) = -324.6799
- ΔE to the lowest compared entry with this formula, charge and spin (kJ/mol) = 116.90
- SMILES string = O=C1CC=CCN1
- HOMO (eV) = -9.57
- multiplicity = 1
- maximum force (hartree/bohr) = 0.0204
- charge = 0

Atom charges from the natural (NBO) analysis, given in e for atoms 1 to 8: -0.503 0.711 -0.568 -0.189 -0.205 -0.261 -0.655 0.228

=====

(2)
This record from OMol25 describes one molecule with the formula C3H7N5S at a distorted geometry. The level of theory is ωB97M-V with the def2-TZVPD basis set.

Bonds (Å) are listed after each position.
Positions of all 16 atoms, in Å:
1 C -0.790 -0.561 0.742  C2 1.516, H10 1.072, H11 1.100, H12 1.146
2 C 0.529 -0.162 0.110  C1 1.516, N3 1.409, N4 1.637, H13 0.998
3 N 0.203 0.406 -1.137  C2 1.409, H14 1.125, H15 0.982
4 N 1.285 0.894 1.107  C2 1.637, N5 1.415, C8 1.415
5 N 0.725 2.184 1.263  N4 1.415, N6 1.296, H16 1.073
6 N 0.674 2.516 2.515  N5 1.296, N7 1.285
7 N 1.127 1.567 3.253  N6 1.285, C8 1.376
8 C 1.499 0.512 2.452  N4 1.415, N7 1.376, S9 1.616
9 S 2.430 -0.782 2.717  C8 1.616
10 H -0.654 -1.008 1.707  C1 1.072
11 H -1.283 -1.209 0.003  C1 1.100
12 H -1.560 0.268 0.923  C1 1.146
13 H 1.264 -0.821 -0.036  C2 0.998
14 H -0.685 1.071 -0.951  N3 1.125
15 H 0.937 0.967 -1.467  N3 0.982
16 H 0.852 2.996 0.574  N5 1.073

- total energy (Eh) = -790.3665
- ΔE to the lowest compared entry with this formula, charge and spin (kJ/mol) = 0.00
- SMILES string = C[C@@H](N)n1[nH]nnc1=S
- HOMO (eV) = -8.36
- multiplicity = 1
- maximum force (hartree/bohr) = 0.1044
- charge = 0

Atom charges from the natural (NBO) analysis, given in e for atoms 1 to 8: -0.655 0.164 -0.793 -0.291 -0.241 0.049 -0.281 0.112

=====

(3)
This record from OMol25 describes one molecule with the formula C30H37N5O4 at a distorted geometry. The level of theory is ωB97M-V with the def2-TZVPD basis set.

Bonds (Å) are listed after each position.
Positions of all 76 atoms, in Å:
1 C 2.386 1.986 -0.102  C2 1.531, H40 1.087, H41 1.086, H42 1.088
2 C 3.623 1.159 -0.463  C1 1.531, C3 1.541, N7 1.460, H43 1.097
3 C 4.917 1.803 0.072  C2 1.541, C4 1.526, H44 1.093, H45 1.091
4 C 5.069 1.626 1.580  C3 1.526, C5 1.525, H46 1.092, H47 1.092
5 C 4.951 0.146 1.933  C4 1.525, C6 1.531, H48 1.091, H49 1.093
6 C 3.617 -0.385 1.401  C5 1.531, N7 1.454, H50 1.093, H51 1.092
7 N 3.457 -0.228 -0.035  C2 1.460, C6 1.454, C8 1.455
8 C 4.234 -1.167 -0.829  N7 1.455, C9 1.534, H52 1.100, H53 1.092
9 C 3.475 -1.589 -2.094  C8 1.534, C10 1.535, H54 1.091, H55 1.090
10 C 2.381 -2.627 -1.809  C9 1.535, N11 1.439, H56 1.092, H57 1.095
11 N 1.421 -2.186 -0.831  C10 1.439, C12 1.342, H58 1.016
12 C 0.542 -1.187 -1.004  N11 1.342, C13 1.411, C36 1.419
13 C 0.211 -0.684 -2.280  C12 1.411, C14 1.370, H59 1.077
14 C -0.692 0.332 -2.449  C13 1.370, C15 1.400, H60 1.080
15 C -1.350 0.913 -1.358  C14 1.400, C16 1.515, C35 1.375
16 C -2.389 1.996 -1.568  C15 1.515, C17 1.540, N21 1.447, H61 1.097
17 C -2.004 3.320 -0.880  C16 1.540, C18 1.520, H62 1.091, H63 1.090
18 C -2.021 3.177 0.632  C17 1.520, N19 1.348, O20 1.216
19 N -0.828 3.309 1.246  C18 1.348, H64 1.005, H65 1.009
20 O -3.048 2.973 1.250  C18 1.216
21 N -3.669 1.539 -1.075  C16 1.447, C22 1.349, H66 1.014
22 C -4.357 0.573 -1.719  N21 1.349, O23 1.214, C24 1.526
23 O -4.135 0.252 -2.869  C22 1.214
24 C -5.421 -0.078 -0.841  C22 1.526, C25 1.505, H67 1.091, H68 1.091
25 C -4.784 -0.527 0.446  C24 1.505, C26 1.372, C34 1.422
26 C -5.130 0.075 1.630  C25 1.372, C27 1.402, H69 1.081
27 C -4.511 -0.274 2.838  C26 1.402, C28 1.365, H70 1.080
28 C -3.539 -1.231 2.859  C27 1.365, C29 1.410, H71 1.080
29 C -3.147 -1.877 1.668  C28 1.410, C30 1.411, C34 1.422
30 C -2.137 -2.862 1.672  C29 1.411, C31 1.366, H72 1.081
31 C -1.730 -3.456 0.512  C30 1.366, C32 1.402, H73 1.080
32 C -2.328 -3.096 -0.704  C31 1.402, C33 1.368, H74 1.080
33 C -3.326 -2.161 -0.741  C32 1.368, C34 1.412, H75 1.078
34 C -3.765 -1.519 0.438  C25 1.422, C29 1.422, C33 1.412
35 C -1.074 0.420 -0.105  C15 1.375, C36 1.399, H76 1.079
36 C -0.118 -0.581 0.097  C12 1.419, C35 1.399, N37 1.407
37 N 0.207 -0.877 1.434  C36 1.407, O38 1.230, O39 1.222
38 O 0.849 -1.892 1.696  N37 1.230
39 O -0.127 -0.078 2.296  N37 1.222
40 H 1.501 1.525 -0.533  C1 1.087
41 H 2.254 2.054 0.974  C1 1.086
42 H 2.494 2.991 -0.504  C1 1.088
43 H 3.685 1.146 -1.558  C2 1.097
44 H 5.773 1.336 -0.423  C3 1.093
45 H 4.925 2.862 -0.190  C3 1.091
46 H 4.292 2.186 2.104  C4 1.092
47 H 6.036 2.020 1.902  C4 1.092
48 H 4.998 0.004 3.013  C5 1.091
49 H 5.777 -0.409 1.481  C5 1.093
50 H 2.805 0.156 1.893  C6 1.093
51 H 3.498 -1.441 1.650  C6 1.092
52 H 5.207 -0.751 -1.129  C8 1.100
53 H 4.433 -2.056 -0.226  C8 1.092
54 H 4.178 -2.023 -2.808  C9 1.091
55 H 3.025 -0.707 -2.550  C9 1.090
56 H 2.838 -3.539 -1.419  C10 1.092
57 H 1.869 -2.883 -2.742  C10 1.095
58 H 1.621 -2.402 0.142  N11 1.016
59 H 0.675 -1.121 -3.149  C13 1.077
60 H -0.919 0.681 -3.445  C14 1.080
61 H -2.494 2.169 -2.646  C16 1.097
62 H -2.747 4.071 -1.151  C17 1.091
63 H -1.024 3.640 -1.235  C17 1.090
64 H 0.035 3.325 0.731  N19 1.005
65 H -0.781 3.101 2.232  N19 1.009
66 H -3.866 1.736 -0.099  N21 1.014
67 H -6.207 0.651 -0.634  C24 1.091
68 H -5.859 -0.913 -1.390  C24 1.091
69 H -5.893 0.840 1.639  C26 1.081
70 H -4.808 0.229 3.746  C27 1.080
71 H -3.046 -1.502 3.781  C28 1.080
72 H -1.680 -3.128 2.615  C30 1.081
73 H -0.946 -4.199 0.524  C31 1.080
74 H -1.998 -3.568 -1.618  C32 1.080
75 H -3.772 -1.907 -1.688  C33 1.078
76 H -1.588 0.786 0.769  C35 1.079

- total energy (Eh) = -1740.1263
- ΔE to the lowest compared entry with this formula, charge and spin (kJ/mol) = 0.00
- SMILES string = C[C@H]1CCCCN1CCCNc1ccc([C@H](CC(N)=O)NC(=O)Cc2cccc3ccccc23)cc1[N+](=O)[O-]
- HOMO (eV) = -7.90
- multiplicity = 1
- maximum force (hartree/bohr) = 0.0274
- charge = 0

Atom charges from the natural (NBO) analysis, given in e for atoms 1 to 8: -0.622 -0.034 -0.421 -0.401 -0.422 -0.213 -0.481 -0.215

=====

(4)
This record from OMol25 describes one molecule with the formula C14H21N3O2S2 at a distorted geometry. The level of theory is ωB97M-V with the def2-TZVPD basis set.

Bonds (Å) are listed after each position.
Positions of all 42 atoms, in Å:
1 C 1.963 4.161 2.995  C2 1.526, H22 1.086, H23 1.087, H24 1.089
2 C 1.361 4.615 1.669  C1 1.526, N3 1.445, H25 1.092, H26 1.094
3 N 1.339 3.550 0.693  C2 1.445, C4 1.351, H27 1.007
4 C 0.256 2.779 0.452  N3 1.351, S5 1.658, N6 1.358
5 S -1.237 3.171 1.059  C4 1.658
6 N 0.416 1.676 -0.324  C4 1.358, C7 1.451, C21 1.451
7 C -0.744 1.001 -0.878  N6 1.451, C8 1.523, H28 1.098, H29 1.093
8 C -0.434 0.577 -2.308  C7 1.523, N9 1.449, H30 1.096, H31 1.089
9 N 0.667 -0.363 -2.349  C8 1.449, S10 1.675, C20 1.446
10 S 0.293 -1.944 -2.757  N9 1.675, O11 1.431, O12 1.432, C13 1.791
11 O -0.605 -1.884 -3.870  S10 1.431
12 O 1.545 -2.627 -2.894  S10 1.432
13 C -0.573 -2.595 -1.332  S10 1.791, C14 1.381, C19 1.383
14 C 0.144 -3.224 -0.333  C13 1.381, C15 1.385, H32 1.079
15 C -0.515 -3.661 0.805  C14 1.385, C16 1.390, H33 1.080
16 C -1.885 -3.472 0.948  C15 1.390, C17 1.496, C18 1.394
17 C -2.606 -3.928 2.177  C16 1.496, H34 1.089, H35 1.088, H36 1.086
18 C -2.590 -2.849 -0.081  C16 1.394, C19 1.382, H37 1.080
19 C -1.939 -2.409 -1.218  C13 1.383, C18 1.382, H38 1.078
20 C 1.596 -0.244 -1.246  N9 1.446, C21 1.525, H39 1.092, H40 1.101
21 C 1.706 1.209 -0.795  N6 1.451, C20 1.525, H41 1.095, H42 1.099
22 H 1.966 4.986 3.701  C1 1.086
23 H 1.372 3.350 3.412  C1 1.087
24 H 2.987 3.817 2.859  C1 1.089
25 H 0.329 4.938 1.818  C2 1.092
26 H 1.938 5.446 1.253  C2 1.094
27 H 2.240 3.246 0.359  N3 1.007
28 H -1.008 0.129 -0.266  C7 1.098
29 H -1.586 1.698 -0.852  C7 1.093
30 H -0.167 1.459 -2.901  C8 1.096
31 H -1.293 0.102 -2.781  C8 1.089
32 H 1.201 -3.385 -0.472  C14 1.079
33 H 0.041 -4.155 1.588  C15 1.080
34 H -3.009 -3.070 2.714  C17 1.089
35 H -3.441 -4.573 1.910  C17 1.088
36 H -1.941 -4.473 2.842  C17 1.086
37 H -3.656 -2.711 0.015  C18 1.080
38 H -2.476 -1.942 -2.028  C19 1.078
39 H 2.564 -0.614 -1.589  C20 1.092
40 H 1.277 -0.857 -0.389  C20 1.101
41 H 2.435 1.251 0.022  C21 1.095
42 H 2.070 1.821 -1.632  C21 1.099

- total energy (Eh) = -1657.1969
- ΔE to the lowest compared entry with this formula, charge and spin (kJ/mol) = 0.00
- SMILES string = CCNC(=S)N1CCN(S(=O)(=O)c2ccc(C)cc2)CC1
- HOMO (eV) = -8.07
- multiplicity = 1
- maximum force (hartree/bohr) = 0.0227
- charge = 0

Atom charges from the natural (NBO) analysis, given in e for atoms 1 to 8: -0.615 -0.227 -0.599 0.312 -0.300 -0.434 -0.244 -0.245

=====

Question: Which of these has the highest ΔE to the lowest compared entry with this formula, charge and spin?
Answer: C5H7NO

=====

Question: Look up the multiplicity of the first one.
Answer: 1

=====

Question: What is the maximum force in the second record?
Answer: 0.1044 hartree/bohr